A structure of composition C52H42CsN5O3P2S2Se2Te2 in a non-equilibrium geometry, computed with ωB97M-V with the def2-TZVPD basis set.

Summary:
charge = -2
HOMO = -0.02462 Eh
multiplicity = 1
orbital gap = 3.97 eV

Last column: Löwdin charge in e.
Geometry (Å):
Cs1 0.66490 -0.28877 -1.78673  0.675
O1 3.07225 -1.68594 1.56505  -0.501
S1 1.60970 -1.77035 1.23892  0.857
C1 0.72183 -1.19033 2.69897  -0.340
C2 0.05948 -2.03362 3.57664  -0.068
C3 -0.62419 -1.50331 4.66042  -0.077
C4 -0.64474 -0.13127 4.85228  -0.074
C5 0.03232 0.70165 3.97769  -0.082
C6 0.73482 0.19152 2.89215  -0.343
P1 1.68863 1.25522 1.71539  1.115
C7 3.29178 1.34989 2.59616  -0.381
C8 3.46653 1.16921 3.96270  -0.078
C9 4.72680 1.26326 4.52906  -0.093
C10 5.82801 1.54698 3.73378  -0.102
C11 5.66324 1.72685 2.36864  -0.080
C12 4.40322 1.62070 1.80558  -0.103
C13 0.96279 2.88788 2.11068  -0.372
C14 1.71079 3.94290 2.62088  -0.095
C15 1.11352 5.17240 2.86263  -0.105
C16 -0.23722 5.35234 2.61058  -0.114
C17 -0.98420 4.30557 2.08905  -0.085
C18 -0.38871 3.08507 1.82761  -0.099
C19 1.17864 -3.52030 1.32130  -0.388
C20 2.14129 -4.36711 1.84980  -0.068
C21 1.90793 -5.73205 1.86548  -0.076
C22 0.72493 -6.23784 1.33973  -0.080
C23 -0.22108 -5.38127 0.80335  -0.087
C24 -0.01712 -4.00193 0.78520  -0.343
P2 -1.19843 -2.78277 0.05672  1.104
C25 -2.38288 -2.54384 1.43821  -0.367
C26 -2.72749 -1.22870 1.72381  -0.071
C27 -3.62106 -0.94635 2.74659  -0.068
C28 -4.16016 -1.97603 3.49961  -0.100
C29 -3.81067 -3.29585 3.22641  -0.098
C30 -2.93175 -3.57512 2.19615  -0.099
C31 -2.12099 -3.81341 -1.13015  -0.376
C32 -3.51242 -3.85644 -1.15573  -0.090
C33 -4.17455 -4.48198 -2.20151  -0.098
C34 -3.45502 -5.06090 -3.23528  -0.100
C35 -2.06802 -5.00759 -3.22392  -0.083
C36 -1.40626 -4.38546 -2.18000  -0.148
H1 0.05526 -3.10212 3.41130  0.108
H2 -1.16071 -2.16244 5.33013  0.103
H3 -1.19573 0.29576 5.68135  0.102
H4 0.00747 1.77480 4.13065  0.108
H5 2.61246 0.94276 4.58913  0.100
H6 4.85138 1.11039 5.59428  0.094
H7 6.81411 1.61547 4.17623  0.092
H8 6.51739 1.93011 1.73545  0.102
H9 4.28091 1.72487 0.73167  0.086
H10 2.76143 3.80439 2.84604  0.095
H11 1.70823 5.98774 3.25645  0.092
H12 -0.70014 6.31427 2.79660  0.093
H13 -2.03002 4.43325 1.84070  0.108
H14 -0.97136 2.29646 1.36829  0.076
H15 3.06424 -3.93614 2.21263  0.106
H16 2.65678 -6.40239 2.26872  0.099
H17 0.54668 -7.30542 1.33073  0.098
H18 -1.12448 -5.78666 0.36286  0.105
H19 -2.28529 -0.42523 1.14249  0.082
H20 -3.88576 0.08335 2.94826  0.110
H21 -4.85471 -1.75724 4.30205  0.093
H22 -4.23109 -4.10314 3.81334  0.093
H23 -2.66591 -4.60380 1.97822  0.101
H24 -4.08322 -3.38240 -0.36845  0.099
H25 -5.25776 -4.49948 -2.21482  0.094
H26 -3.97404 -5.53137 -4.06153  0.093
H27 -1.48871 -5.40959 -4.04464  0.104
H28 -0.32492 -4.31294 -2.20957  0.026
Se1 3.39197 2.45607 -6.03150  -0.419
Te1 1.50752 0.96925 -5.31516  -0.069
Te2 2.64800 -1.55037 -5.51010  -0.033
Se2 1.22174 -2.86671 -3.89491  -0.511
O2 -2.90166 2.11582 -0.06381  -0.008
C37 -2.16831 1.26415 -0.58314  -0.682
O3 -1.04236 0.86580 -0.18584  -0.343
C38 -2.69685 0.62823 -1.88858  -0.199
C39 -3.73159 1.25816 -2.57323  -0.026
C40 -4.15921 0.72030 -3.77028  -0.080
C41 -3.55069 -0.42861 -4.25109  -0.062
C42 -2.54010 -1.00280 -3.49917  -0.138
N1 -2.12612 -0.49224 -2.33916  -0.008
H29 -4.14743 2.16152 -2.15345  0.112
H30 -4.94896 1.20170 -4.33641  0.099
H31 -3.83805 -0.87069 -5.19596  0.098
H32 -2.02244 -1.89586 -3.83925  0.090
N2 4.60126 1.11124 -3.26331  -0.049
C43 5.59660 0.22689 -3.36090  -0.142
C44 5.59942 -0.51690 -2.20015  -0.080
C45 4.51926 -0.00793 -1.46404  -0.184
N3 3.91695 0.97997 -2.11945  -0.007
H33 4.26105 1.72137 -4.01902  -0.078
H34 6.19185 0.17190 -4.25544  0.111
H35 6.24632 -1.33617 -1.94513  0.082
H36 4.14385 -0.33484 -0.50506  0.079
N4 2.06133 3.19102 -1.29606  0.118
C46 0.91983 3.66717 -1.82276  -0.668
N5 0.21749 3.08076 -2.73280  0.089
C47 -0.88412 3.83979 -3.06442  -0.309
C48 -1.81286 3.50279 -4.04150  -0.023
C49 -2.88669 4.34391 -4.26537  -0.104
C50 -3.04945 5.51776 -3.53106  -0.118
C51 -2.12452 5.87250 -2.56162  -0.110
C52 -1.04675 5.03265 -2.34573  -0.476
S2 0.27938 5.21380 -1.23867  1.062
H37 2.58826 2.44690 -1.75739  0.044
H38 2.54414 3.76211 -0.62793  0.081
H39 -1.67661 2.58838 -4.60312  0.106
H40 -3.61542 4.08271 -5.02266  0.095
H41 -3.90184 6.15874 -3.71759  0.087
H42 -2.24314 6.78354 -1.99023  0.096

***

A structure of composition C52H43IrN5O7P2S3, computed with ωB97M-V with the def2-TZVPD basis set.

Summary:
charge = 0
HOMO (spin up / spin down) = -0.25447 / -0.25447 Eh
multiplicity = 2
orbital gap (spin up / spin down) = 5.43 / 4.97 eV

Last column: Löwdin charge in e.
Geometry (Å):
Ir1 -0.62289 -0.47752 0.30504  1.164
S1 1.73563 2.66138 0.02200  0.436
P1 0.17753 2.49400 -1.14085  0.458
C1 -0.56670 0.86709 -1.16048  -0.589
P2 -1.54986 0.04398 -2.37469  0.564
S2 -1.78755 -1.70339 -1.38760  0.427
C2 -0.70046 -0.24143 -3.93601  -0.334
C3 0.68281 -0.40219 -3.88474  -0.091
C4 1.37610 -0.76578 -5.02727  -0.066
C5 0.69208 -0.97845 -6.21645  -0.068
C6 -0.68814 -0.83764 -6.26442  -0.067
C7 -1.38878 -0.47368 -5.12466  -0.076
C8 -3.12761 0.84626 -2.72505  -0.345
C9 -3.24998 1.80149 -3.73270  -0.097
C10 -4.43788 2.49997 -3.88058  -0.062
C11 -5.50439 2.24556 -3.02891  -0.067
C12 -5.39047 1.28343 -2.03513  -0.063
C13 -4.20495 0.58106 -1.88125  -0.100
C14 0.61319 2.91452 -2.85663  -0.338
C15 -0.29790 3.52414 -3.71197  -0.092
C16 0.04908 3.78107 -5.03167  -0.072
C17 1.31299 3.44535 -5.49414  -0.074
C18 2.23723 2.87037 -4.63151  -0.074
C19 1.89171 2.60836 -3.31562  -0.109
C20 -1.12257 3.69448 -0.71760  -0.344
C21 -0.74521 5.03190 -0.58203  -0.093
C22 -1.69126 5.99182 -0.26711  -0.071
C23 -3.02048 5.62560 -0.07703  -0.075
C24 -3.39750 4.29856 -0.20101  -0.069
C25 -2.44909 3.33322 -0.52202  -0.093
H1 1.20747 -0.25638 -2.94511  0.103
H2 2.45155 -0.88336 -4.98929  0.108
H3 1.23522 -1.26304 -7.10834  0.107
H4 -1.22103 -1.01651 -7.18894  0.108
H5 -2.46654 -0.37913 -5.16142  0.108
H6 -2.42402 1.99350 -4.40271  0.091
H7 -4.53321 3.24076 -4.66390  0.110
H8 -6.43047 2.79328 -3.14676  0.109
H9 -6.22567 1.07566 -1.37932  0.112
H10 -4.10436 -0.16470 -1.10216  0.083
H11 -1.27241 3.81771 -3.34254  0.100
H12 -0.66246 4.25902 -5.69365  0.107
H13 1.58428 3.64887 -6.52209  0.105
H14 3.23105 2.62819 -4.98661  0.106
H15 2.60924 2.17357 -2.62882  0.070
H16 0.29417 5.30998 -0.71258  0.101
H17 -1.39420 7.02750 -0.16468  0.106
H18 -3.75773 6.37816 0.17182  0.106
H19 -4.42812 4.00399 -0.04769  0.108
H20 -2.74792 2.29892 -0.59643  0.071
O1 -2.77385 -3.34902 8.26390  -0.375
S3 -2.37963 -4.70449 8.59422  0.387
O2 -3.43755 -5.54690 9.10743  -0.355
O3 -1.09845 -4.82214 9.26802  -0.359
C26 -1.98337 -5.44717 6.97433  -0.327
N1 -1.81642 -6.77459 6.90882  0.133
C27 -1.47267 -7.26729 5.73173  -0.116
C28 -1.27855 -6.47764 4.60364  -0.002
C29 -1.47707 -5.12018 4.77708  -0.230
N2 -1.83154 -4.61422 5.95275  0.153
C30 -1.30069 -4.10403 3.70686  -0.113
C31 -0.86446 -4.39260 2.41899  0.019
C32 -0.68671 -3.36667 1.51304  -0.126
N3 -0.91175 -2.07930 1.80572  -0.064
C33 -1.37724 -1.80992 3.03505  -0.089
C34 -1.57632 -2.77035 3.99902  0.035
H21 -1.34113 -8.34349 5.67741  0.109
H22 -0.99393 -6.92094 3.65951  0.097
H23 -0.64954 -5.40339 2.10191  0.112
H24 -0.35660 -3.58169 0.50402  0.085
H25 -1.58778 -0.77932 3.26724  0.100
H26 -1.93476 -2.51185 4.98709  0.127
O4 1.68150 1.18472 3.18286  0.075
C35 0.55962 1.47903 2.85496  -0.482
C36 -0.31542 2.56272 3.48207  -0.049
C37 -1.73171 2.29203 2.95516  -0.046
C38 -1.45802 1.22471 1.94590  -0.526
O5 -2.24678 0.58786 1.17577  -0.111
N4 -0.18998 0.85441 1.86443  0.000
H27 0.07040 3.52163 3.13201  0.127
H28 -0.23243 2.53359 4.56590  0.128
H29 -2.20321 3.15262 2.48069  0.121
H30 -2.41408 1.91699 3.71994  0.136
C39 4.47225 3.03149 2.45778  -0.052
O6 4.36410 1.64256 2.16625  -0.108
C40 4.53041 1.24077 0.88906  -0.279
C41 5.14474 1.99124 -0.10088  -0.028
C42 5.28277 1.45970 -1.37300  -0.071
C43 4.82197 0.18394 -1.66206  -0.073
C44 4.19828 -0.56775 -0.67998  0.011
C45 4.03697 -0.03735 0.59060  -0.130
N5 3.43923 -0.70136 1.69554  0.186
C46 2.89499 -1.86011 1.82745  0.063
C47 2.57057 -2.80840 0.77429  -0.164
C48 2.99168 -4.13736 0.82716  -0.023
C49 2.62621 -5.01292 -0.17653  -0.081
C50 1.81255 -4.55621 -1.21467  -0.062
C51 1.33653 -3.25764 -1.24839  -0.047
C52 1.68122 -2.35756 -0.23060  -0.422
O7 1.26127 -1.11957 -0.12905  -0.268
H31 5.50721 3.36765 2.37284  0.096
H32 4.13301 3.14390 3.48262  0.100
H33 3.83018 3.60925 1.79038  0.068
H34 5.50210 2.98725 0.11495  0.115
H35 5.76032 2.05122 -2.14339  0.112
H36 4.94701 -0.23293 -2.65219  0.106
H37 3.84550 -1.55888 -0.91182  0.112
H38 3.41844 -0.09624 2.51903  0.146
H39 2.63129 -2.10304 2.85361  0.166
H40 3.62576 -4.47125 1.64003  0.122
H41 2.97022 -6.03740 -0.16004  0.104
H42 1.53222 -5.23870 -2.00778  0.111
H43 0.67160 -2.92694 -2.03543  0.077